The following is a quantum chemistry calculation of a single C13H15ClN2O4 molecule, from the Open Molecules 2025 dataset.

Positions of all 35 atoms, in Å:
1 O -1.25 0.75 2.15
2 C -1.53 0.30 1.06
3 N -1.29 0.96 -0.10
4 N -0.46 2.07 -0.11
5 C 0.88 1.91 0.09
6 O 1.46 0.86 -0.06
7 C 1.57 3.23 0.45
8 C 2.75 2.98 1.41
9 H 2.93 1.91 1.47
10 C 2.26 3.57 2.74
11 H 2.76 4.52 2.94
12 C 0.77 3.80 2.49
13 H 0.19 2.89 2.72
14 H 0.35 4.64 3.04
15 O 0.67 4.10 1.11
16 H 2.43 2.90 3.58
17 H 3.65 3.47 1.06
18 H 1.87 3.72 -0.49
19 H -0.87 2.93 0.23
20 H -1.40 0.47 -0.99
21 C -2.26 -1.03 0.86
22 O -1.97 -1.65 -0.37
23 C -0.71 -2.16 -0.55
24 C 0.33 -2.09 0.36
25 C 1.57 -2.63 0.05
26 C 1.78 -3.27 -1.16
27 C 0.75 -3.35 -2.08
28 C -0.48 -2.80 -1.78
29 Cl -1.78 -2.88 -2.92
30 H 0.89 -3.83 -3.03
31 H 2.74 -3.69 -1.39
32 H 2.37 -2.56 0.77
33 H 0.20 -1.58 1.30
34 H -2.05 -1.69 1.72
35 H -3.33 -0.83 0.84

Output
* E_HOMO: -8.771 eV
* energy relative to the best compared isomer or geometry (same formula, charge and spin): 25.2 kcal per mole
* total energy: -1375.0406 Ha
* net charge: 0
* SMILES: O=C(COc1ccccc1Cl)NNC(=O)[C@@H]1CCCO1